The following is a quantum chemistry calculation of a cluster of 2 separate species, C4H12 in total at a distorted geometry, from the Open Molecules 2025 dataset.

The gap between HOMO and LUMO (alpha / beta) comes out at 13.912 / 2.998 eV. As for the charge: +1. The value obtained for the energy relative to the best compared isomer or geometry (same formula, charge and spin) is 130.28 kJ/mol. As for the multiplicity: 2.

XYZ file:
```
16
C4H12 ωB97M-V/def2-TZVPD
C 2.52399 1.03020 -0.12971
C 1.35662 1.82668 -0.59963
H 3.30094 1.71988 0.38437
H 2.18693 0.29224 0.60201
H 3.06183 0.69525 -1.03852
H 1.08864 2.67230 0.04099
H 0.52440 1.23655 -0.59708
H 1.44962 2.18568 -1.53944
C -1.62040 -0.89922 -0.07855
C -2.24975 -1.97993 0.82714
H -1.09504 -1.53073 -0.71902
H -2.49706 -0.36189 -0.59285
H -0.91683 -0.17421 0.29990
H -1.42747 -2.64016 1.21672
H -2.98146 -2.57524 0.19706
H -2.70495 -1.49741 1.72661
```


The following is a quantum chemistry calculation of a cluster of 2 separate species, C4H12 in total at a distorted geometry, from the Open Molecules 2025 dataset.

The gap between HOMO and LUMO (alpha / beta) comes out at 9.800 / 2.298 eV. As for the charge: +1. The value obtained for the energy relative to the best compared isomer or geometry (same formula, charge and spin) is 181.57 kJ/mol. As for the multiplicity: 2.

XYZ file:
```
16
C4H12 ωB97M-V/def2-TZVPD
C 2.97140 0.16822 -0.59653
C 2.48450 -1.25697 0.12303
H 1.94161 0.62434 -0.64695
H 3.60206 0.80183 0.10640
H 3.30158 0.05729 -1.54741
H 2.03950 -1.22358 1.03658
H 1.79529 -1.84902 -0.53543
H 3.49518 -1.85684 0.17898
C -3.23248 0.12005 -0.15948
C -2.28992 1.00480 0.63224
H -2.66567 -0.27988 -1.13837
H -3.66609 -0.80394 0.37363
H -4.06058 0.87667 -0.18487
H -2.66120 1.88297 1.07020
H -1.59964 0.24707 1.28731
H -1.45552 1.48698 0.00067
```


What did the second record say?
The following is a quantum chemistry calculation of a cluster of 2 separate species, C4H12 in total at a distorted geometry, from the Open Molecules 2025 dataset.

The gap between HOMO and LUMO (alpha / beta) comes out at 9.800 / 2.298 eV. As for the charge: +1. The value obtained for the energy relative to the best compared isomer or geometry (same formula, charge and spin) is 181.57 kJ/mol. As for the multiplicity: 2.

XYZ file:
```
16
C4H12 ωB97M-V/def2-TZVPD
C 2.97140 0.16822 -0.59653
C 2.48450 -1.25697 0.12303
H 1.94161 0.62434 -0.64695
H 3.60206 0.80183 0.10640
H 3.30158 0.05729 -1.54741
H 2.03950 -1.22358 1.03658
H 1.79529 -1.84902 -0.53543
H 3.49518 -1.85684 0.17898
C -3.23248 0.12005 -0.15948
C -2.28992 1.00480 0.63224
H -2.66567 -0.27988 -1.13837
H -3.66609 -0.80394 0.37363
H -4.06058 0.87667 -0.18487
H -2.66120 1.88297 1.07020
H -1.59964 0.24707 1.28731
H -1.45552 1.48698 0.00067
```


Among the records above, which one has the highest energy relative to the best compared isomer or geometry (same formula, charge and spin)? number 2